# 1
Below is the molecule C2H5IS2, with properties calculated with ωB97M-V/def2-TZVPD.

Bonds (Å) are listed after each position.
Cartesian coordinates (Å):
1 C -0.610 -0.706 0.137  S3 1.794, H6 1.156, H7 1.167, H9 1.060
2 C 0.095 1.862 -1.249  S3 1.715, S4 1.699, H8 1.143
3 S -0.624 1.087 0.101  C1 1.794, C2 1.715, H10 1.325
4 S -0.972 1.991 -2.566  C2 1.699, I5 2.511
5 I -1.401 -0.174 -3.762  S4 2.511
6 H -1.457 -1.003 -0.591  C1 1.156
7 H 0.439 -0.974 -0.298  C1 1.167
8 H 1.232 1.816 -1.363  C2 1.143
9 H -0.745 -0.966 1.156  C1 1.060
10 H 0.225 1.332 1.089  S3 1.325

Output
E (Eh): -1173.18432
Kohn-Sham gap (Eh): 0.2891
Relative energy (zero: lowest compared OMol25 entry of this formula, charge and spin) (kcal/mol): 54.3
Total charge: 0

These are the natural (NBO) partial charges, in e, on atoms 1 to 8:
1. C -0.80
2. C -0.91
3. S 0.68
4. S 0.14
5. I -0.20
6. H 0.27
7. H 0.24
8. H 0.23

# 2
Below is a cluster of 2 separate species, C2H7O2 in total, with properties calculated with ωB97M-V/def2-TZVPD.

Bonds (Å) are listed after each position.
Cartesian coordinates (Å):
1 O 0.345 -1.670 -0.127  H2 0.985, H4 1.008
2 H 0.956 -2.389 0.159  O1 0.985
3 H 0.273 0.634 -1.372  C5 1.085
4 H 0.677 -1.454 -1.054  O1 1.008
5 C 0.337 1.213 -0.456  H3 1.085, C6 1.479, H8 1.125, H9 1.100
6 C -0.452 0.477 0.556  C5 1.479, O7 1.316, H10 1.144
7 O -1.749 0.277 0.456  C6 1.316, H11 0.996
8 H 1.316 1.252 0.095  C5 1.125
9 H 0.172 2.292 -0.597  C5 1.100
10 H -0.022 0.003 1.504  C6 1.144
11 H -1.855 -0.637 0.837  O7 0.996

Output
E (Eh): -230.55071
Kohn-Sham gap (Eh): 0.4057
Relative energy (zero: lowest compared OMol25 entry of this formula, charge and spin) (kcal/mol): 31.4
Total charge: +1

These are the natural (NBO) partial charges, in e, on atoms 1 to 8:
1. O -0.96
2. H 0.52
3. H 0.29
4. H 0.50
5. C -0.76
6. C 0.60
7. O -0.55
8. H 0.27

Number 1: E_LUMO -0.24 eV. Number 2: E_LUMO -6.01 eV.